No. 1
The following is a DFT calculation (wB97M-V/def2-TZVPD) of C7H15NO4 as an isolated structure.

Atoms and positions in Å:
C 0.219 -2.258 0.076
C 0.913 -0.136 -1.065
C 2.134 -0.336 -0.203
C 0.451 1.241 -0.831
C -0.613 1.322 0.500
C -0.811 -0.137 0.533
C -2.472 -0.303 0.210
H -0.870 -2.427 0.613
H 0.968 -1.873 0.884
H 0.719 -2.962 -0.815
H 1.150 -0.372 -2.185
H 2.851 -1.258 -0.332
H 2.946 0.405 -0.686
H 2.367 -0.665 1.668
H -0.281 1.469 -1.625
H 0.869 3.142 -0.007
H -0.032 1.325 1.379
H -1.820 2.820 1.145
H -0.557 -0.783 1.509
H -3.041 -0.978 1.209
H -2.860 0.829 0.226
H -1.233 -0.907 -1.007
N -0.230 -0.887 -0.614
O 1.622 -0.286 1.052
O 1.530 2.376 -0.635
O -1.608 2.368 0.200
O -2.311 -0.732 -1.199

Cartesian forces (eV/Å) of the 3 atoms listed first:
C -1.396 0.846 -1.007
C 1.720 -0.824 -2.130
C 3.992 -0.847 -3.908

For the LUMO energy, the calculation gives 0.07 eV. The calculation puts the electronic energy at -17172.2175 eV. As for the max |F|: 8.548 eV/A. The spin multiplicity is 1. As for the energy above the lowest of the compared OMol25 structures with the same formula, charge and spin: 922.58 kJ/mol.

No. 2
The following is a DFT calculation (wB97M-V/def2-TZVPD) of one molecule with the formula C7H15NO4.

Atoms and positions in Å:
C 1.601 2.478 -0.451
C 0.976 1.351 0.334
C -1.179 0.278 0.844
C -2.673 0.446 0.557
C -0.699 -1.185 0.428
C 0.779 -1.209 0.555
C 1.436 -0.026 -0.119
H 2.709 2.486 -0.232
H 1.174 3.426 -0.166
H 1.510 2.477 -1.577
H 1.256 1.498 1.437
H -0.763 1.462 -0.812
H -1.021 0.395 1.967
H -3.271 -0.360 1.026
H -3.059 1.370 0.953
H -2.660 -0.293 -1.266
H -1.156 -1.897 1.114
H -0.441 -2.044 -1.241
H 1.000 -1.161 1.645
H 2.119 -2.281 -0.393
H 1.243 -0.101 -1.202
H 3.308 0.009 -0.875
N -0.493 1.407 0.191
O -2.934 0.531 -0.859
O -1.108 -1.422 -0.898
O 1.174 -2.373 -0.120
O 2.877 -0.189 0.051

Cartesian forces (eV/Å) of the 3 atoms listed first:
C 1.752 0.169 -0.826
C -0.854 -0.179 0.752
C -0.228 -0.027 0.523

For the LUMO energy, the calculation gives 0.39 eV. The calculation puts the electronic energy at -17181.7793 eV. As for the max |F|: 3.201 eV/A. The spin multiplicity is 1. As for the energy above the lowest of the compared OMol25 structures with the same formula, charge and spin: 0.00 kJ/mol.

No. 3
The following is a DFT calculation (wB97M-V/def2-TZVPD) of C7H15O13Y as an isolated structure.

Atoms and positions in Å:
Y -7.228 -4.996 15.139
O -8.657 -3.197 11.591
C -8.233 -3.850 12.696
O -7.124 -4.439 12.688
O -8.941 -3.824 13.745
H -7.984 -3.401 10.929
O -4.761 -8.400 15.425
C -5.621 -7.384 15.273
O -6.320 -6.990 16.260
O -5.721 -6.790 14.174
H -4.326 -8.484 14.567
O -4.006 -2.896 13.316
C -4.369 -2.928 14.633
O -5.297 -3.733 14.916
O -3.783 -2.181 15.431
H -3.394 -2.151 13.277
C -9.584 -7.242 15.259
C -10.171 -6.073 16.004
O -9.050 -5.404 16.626
O -8.711 -6.729 14.207
H -10.328 -7.908 14.824
H -8.933 -7.798 15.934
H -10.890 -6.361 16.775
H -10.723 -5.385 15.361
H -9.106 -5.519 17.577
H -9.216 -6.860 13.400
C -6.307 -3.087 17.769
C -7.592 -2.434 17.393
O -7.723 -2.579 15.950
O -6.421 -4.491 17.416
H -6.196 -3.025 18.861
H -5.438 -2.638 17.284
H -7.648 -1.380 17.660
H -8.469 -2.911 17.840
H -7.876 -1.727 15.535
H -5.634 -4.944 17.737

Cartesian forces (eV/Å) of the 3 atoms listed first:
Y 2.376 0.808 -1.959
O -0.079 -0.338 0.335
C 0.644 -0.334 1.079

For the LUMO energy, the calculation gives -0.16 eV. The calculation puts the electronic energy at -35170.2890 eV. As for the max |F|: 3.184 eV/A. The spin multiplicity is 1. As for the energy above the lowest of the compared OMol25 structures with the same formula, charge and spin: 0.00 kJ/mol.

Q: Which value of electronic energy does entry 3 give?
A: -35170.2890 eV

Repeat the third record exactly.
The following is a DFT calculation (wB97M-V/def2-TZVPD) of C7H15O13Y as an isolated structure.

Atoms and positions in Å:
Y -7.228 -4.996 15.139
O -8.657 -3.197 11.591
C -8.233 -3.850 12.696
O -7.124 -4.439 12.688
O -8.941 -3.824 13.745
H -7.984 -3.401 10.929
O -4.761 -8.400 15.425
C -5.621 -7.384 15.273
O -6.320 -6.990 16.260
O -5.721 -6.790 14.174
H -4.326 -8.484 14.567
O -4.006 -2.896 13.316
C -4.369 -2.928 14.633
O -5.297 -3.733 14.916
O -3.783 -2.181 15.431
H -3.394 -2.151 13.277
C -9.584 -7.242 15.259
C -10.171 -6.073 16.004
O -9.050 -5.404 16.626
O -8.711 -6.729 14.207
H -10.328 -7.908 14.824
H -8.933 -7.798 15.934
H -10.890 -6.361 16.775
H -10.723 -5.385 15.361
H -9.106 -5.519 17.577
H -9.216 -6.860 13.400
C -6.307 -3.087 17.769
C -7.592 -2.434 17.393
O -7.723 -2.579 15.950
O -6.421 -4.491 17.416
H -6.196 -3.025 18.861
H -5.438 -2.638 17.284
H -7.648 -1.380 17.660
H -8.469 -2.911 17.840
H -7.876 -1.727 15.535
H -5.634 -4.944 17.737

Cartesian forces (eV/Å) of the 3 atoms listed first:
Y 2.376 0.808 -1.959
O -0.079 -0.338 0.335
C 0.644 -0.334 1.079

For the LUMO energy, the calculation gives -0.16 eV. The calculation puts the electronic energy at -35170.2890 eV. As for the max |F|: 3.184 eV/A. The spin multiplicity is 1. As for the energy above the lowest of the compared OMol25 structures with the same formula, charge and spin: 0.00 kJ/mol.